Density functional theory data (ωB97M-V/def2-TZVPD) for the molecule C5H8N2O2 in a non-equilibrium geometry.

```
17
Properties=species:S:1:pos:R:3:forces:R:3:mulliken_charge:R:1
H 3.137935 1.460671 -0.144753 0.1 0.1 0.0 0.26
N 3.181628 0.442680 -0.126146 -0.9 1.3 1.3 -0.80
C 2.023830 -0.052835 0.140035 1.7 0.7 -3.4 0.53
O 2.009529 -1.357491 -0.069279 2.6 -2.0 -1.4 -0.55
C 0.747464 0.679476 -0.299415 -0.3 1.3 1.9 0.24
O 0.701695 1.875216 -0.128576 -0.1 -0.5 -0.3 -0.54
C -0.363725 -0.144166 -0.845024 0.1 -0.5 -0.3 0.18
N -1.635065 0.515273 -1.086937 -0.1 0.2 -0.2 -0.62
C -1.573441 -0.434749 0.004385 0.1 -0.4 0.0 0.11
C -1.734307 0.072886 1.410566 0.0 0.1 0.2 -1.34
H 2.995264 -1.396685 -0.564869 -3.3 -0.6 2.2 0.41
H -0.048644 -0.949892 -1.510848 -0.1 0.2 0.2 0.43
H -2.087051 0.123884 -1.909126 0.1 0.1 0.1 0.26
H -2.004163 -1.423600 -0.180621 0.1 0.2 0.1 0.44
H -1.308099 1.077415 1.525799 -0.1 -0.2 -0.1 0.31
H -2.802017 0.119200 1.666206 0.3 0.0 0.0 0.38
H -1.240832 -0.607279 2.118599 -0.1 0.2 -0.1 0.30
```
Forces are in eV/Å.

The calculation puts the total energy at -12387.462 eV. As for the HOMO energy: -10.02 eV. The energy above the lowest of the compared OMol25 structures with the same formula, charge and spin is 3.473 eV. For the molecular weight, the calculation gives 128.1 u. The calculation puts the HOMO-LUMO gap at 9.87 eV. Its charge is 0. The SMILES is [H]/N=C(/O)C(=O)[C@@H]1N[C@@H]1C.

=====

Density functional theory data (ωB97M-V/def2-TZVPD) for a 11-piece molecular cluster, C14H50O18 overall in a non-equilibrium geometry.

```
82
Properties=species:S:1:pos:R:3:forces:R:3:mulliken_charge:R:1
O 0.425112 0.330918 -4.032277 0.9 -1.1 1.8 -0.66
C -0.200025 1.149571 -3.043726 -1.4 -0.5 0.0 0.10
C -1.738320 0.865688 -2.942022 1.4 -1.6 -0.2 -0.64
O -2.074847 -0.421844 -2.290987 1.4 -0.9 -1.2 -0.45
H 0.947502 -0.352179 -3.522021 -1.0 0.7 -0.9 0.34
H 0.199670 1.170024 -2.003058 0.3 -0.6 -0.8 -0.24
H -0.069213 2.135005 -3.441691 -0.3 1.0 0.0 0.50
H -2.151033 0.863502 -3.976043 -0.1 0.3 0.9 0.37
H -2.127172 1.513110 -2.184421 -0.6 1.0 -0.3 0.33
H -1.758346 -1.231126 -2.814407 -0.4 1.5 0.7 0.31
O 2.526012 0.512886 -0.233168 0.0 0.1 -1.3 -0.26
C 2.899234 -0.859058 -0.339761 0.1 -0.3 -0.4 -0.29
C 2.488782 -1.491012 -1.728037 1.0 0.8 1.7 -0.66
O 1.121469 -1.585609 -1.969313 -0.8 0.3 0.2 -0.55
H 2.257452 0.795189 0.651880 0.3 -0.5 0.4 0.03
H 4.007079 -0.980629 -0.358111 -0.5 0.2 0.3 0.44
H 2.480258 -1.366265 0.534808 0.1 -0.4 -0.3 0.05
H 2.918283 -2.469540 -1.824381 0.4 -0.6 0.2 0.42
H 2.936625 -0.876785 -2.478261 0.5 0.6 -0.7 0.33
H 0.736297 -1.085759 -1.233218 -0.5 0.0 0.1 0.45
O 3.402044 3.772795 4.228823 0.1 -0.3 0.2 -0.47
C 3.186225 2.425991 4.640444 -1.4 -1.0 -1.1 -0.72
C 3.314985 1.426944 3.460046 0.5 -0.3 0.6 -0.46
O 2.346466 1.598853 2.468245 -0.7 0.6 -0.1 -0.03
H 4.354127 3.910049 4.261241 0.0 0.2 -0.2 0.31
H 3.849155 2.108315 5.425493 0.4 0.0 0.5 0.43
H 2.134487 2.339812 5.009528 0.8 0.3 -0.2 0.24
H 3.244714 0.383081 3.795235 -0.2 0.3 0.3 0.34
H 4.304355 1.480992 3.005883 0.4 0.3 0.0 0.31
H 2.228694 2.566445 2.322611 -0.1 -0.3 -0.3 0.15
O -5.694309 -1.350703 1.228245 -0.9 0.8 0.5 -0.61
C -4.846055 -2.428626 0.936549 -1.1 -1.3 -1.0 -0.76
C -3.670173 -1.918193 0.184896 0.8 0.4 -0.4 1.36
O -4.209752 -1.490644 -1.054186 -0.4 0.3 0.2 -0.68
H -6.048113 -0.995573 0.398143 0.3 -0.1 0.1 0.31
H -4.653041 -2.933120 1.867774 0.4 -0.1 0.3 0.38
H -5.413932 -3.144030 0.271113 0.7 0.4 0.6 0.31
H -2.923950 -2.690095 -0.054813 0.1 0.0 0.6 -0.08
H -3.223493 -1.069403 0.777624 -0.2 -0.8 -0.7 -0.81
H -3.583435 -0.891332 -1.484434 0.2 0.0 -0.2 0.51
O -0.322932 -0.773846 0.161342 -1.2 -0.9 -0.5 0.57
C -0.607346 -0.101689 1.412900 0.7 0.3 -0.9 -0.53
C -0.932037 1.315034 0.996431 2.4 0.3 0.1 -0.12
O -2.143912 1.430535 0.299266 0.4 0.1 0.0 -0.39
H -1.036610 -0.617647 -0.525246 0.4 0.1 1.0 -0.10
H -1.427410 -0.567062 1.953712 0.0 -0.3 0.1 0.48
H 0.355443 -0.167463 1.964956 -0.8 0.2 -0.1 0.13
H -0.060239 1.457093 0.256354 -1.4 0.7 1.0 -0.35
H -0.825554 1.989511 1.885034 -0.2 -0.2 -0.8 0.47
H -2.836813 1.225563 0.939806 -0.7 0.0 0.1 0.30
O -0.689769 -5.759538 -4.713434 -2.6 0.1 -1.5 -0.51
C -0.345276 -5.546730 -3.389191 1.3 0.7 0.0 -0.27
C -1.136460 -4.438179 -2.745521 -1.9 0.7 1.2 -0.23
O -0.837765 -3.080493 -3.103414 -1.4 -1.5 -1.2 -0.44
H -1.685015 -5.636898 -4.820415 2.0 -0.3 0.2 0.32
H -0.298812 -6.500918 -2.867428 -0.6 0.0 0.6 0.33
H 0.693192 -5.230445 -3.461814 0.3 0.2 0.3 0.21
H -1.162527 -4.498134 -1.624075 0.3 -0.3 -0.8 -0.01
H -2.206723 -4.524944 -3.039836 0.5 -0.3 0.2 0.37
H -0.102742 -2.820859 -2.597458 2.0 0.9 0.9 0.21
O 1.908991 4.107026 1.580914 0.2 1.4 0.8 -0.58
C 2.204721 4.327936 0.215501 0.8 0.6 0.0 -0.18
C 3.639307 3.964490 -0.057395 -0.6 0.3 1.3 -0.26
O 4.460796 4.898297 0.656712 0.2 0.5 -1.4 -0.51
H 2.434035 4.731481 2.146675 -0.5 -0.8 -0.8 0.30
H 1.657828 3.626329 -0.338363 -1.4 -0.9 -0.8 0.02
H 1.982822 5.351312 -0.155350 -0.1 -0.4 0.5 0.36
H 3.785548 3.893436 -1.145811 0.5 -0.1 0.4 0.35
H 3.765478 3.060737 0.521126 0.4 -0.8 -0.7 0.04
H 4.422917 5.665904 0.064861 0.4 0.2 0.6 0.35
O -2.187765 5.115274 -0.040701 -0.6 1.6 -0.5 -0.65
H -3.049020 5.226310 -0.470275 0.3 0.1 0.1 0.30
H -2.144788 4.194162 0.096064 0.3 -1.9 0.3 0.35
O -0.120163 -3.339160 1.159567 -0.6 0.2 -1.0 -0.73
H -0.433015 -2.481026 0.751080 0.7 -0.7 0.4 0.14
H -0.159207 -3.961958 0.412047 0.0 0.2 0.5 0.35
O -4.266007 0.880108 1.998299 -1.0 0.7 2.1 -0.62
H -4.839861 0.067746 2.032936 0.4 0.6 -0.3 0.35
H -4.519375 1.433899 2.807136 0.6 -1.2 -1.8 0.26
O 2.010385 -2.311198 2.663636 0.4 0.6 0.9 -0.57
H 1.598042 -3.001083 2.153192 -0.6 -0.4 -0.5 0.23
H 1.533809 -2.320558 3.505941 0.2 0.0 -0.3 0.31
```
Forces are in eV/Å.

The calculation puts the total energy at -52180.983 eV. As for the HOMO energy: -9.74 eV. The energy above the lowest of the compared OMol25 structures with the same formula, charge and spin is 0.471 eV. For the molecular weight, the calculation gives 506.5 u. The calculation puts the HOMO-LUMO gap at 10.17 eV. Its charge is 0. The SMILES is OCCO.OCCO.OCCO.OCCO.OCCO.OCCO.OCCO.O.O.O.O.

=====

Density functional theory data (ωB97M-V/def2-TZVPD) for the molecule C20H20BrN3O2S.

```
47
Properties=species:S:1:pos:R:3:forces:R:3:mulliken_charge:R:1
O -1.650701 0.448654 -0.325675 -0.1 0.2 0.2 -0.78
S -1.164584 1.754696 -0.684943 -0.7 0.2 0.2 1.86
O 0.182329 1.866405 -1.161963 0.0 0.3 -0.1 -0.63
N -2.178313 2.473326 -1.810065 0.5 -0.3 0.7 -0.21
C -1.784821 2.449421 -3.206713 0.3 -0.2 -0.5 -0.65
C -2.217895 1.159813 -3.932319 0.0 0.2 0.1 -1.01
N -1.696529 -0.072398 -3.391259 0.1 -0.1 0.2 -0.34
C -0.271531 -0.298394 -3.629828 -0.1 0.1 0.0 -0.36
C 0.149688 -1.496464 -2.841697 0.2 0.2 0.1 -0.83
C 0.861777 -1.391322 -1.722510 -0.2 0.2 -0.4 0.03
C 1.245678 -2.479776 -0.837269 0.2 -0.4 0.4 0.55
C 1.217811 -3.821217 -1.223374 0.0 0.2 0.1 -0.34
C 1.579824 -4.822765 -0.344394 0.0 -0.1 0.1 -0.62
C 1.973861 -4.486478 0.939568 0.1 -0.1 0.2 0.09
Br 2.473172 -5.865856 2.157114 -0.1 0.1 -0.1 -0.21
C 2.017023 -3.165937 1.352458 0.1 -0.2 0.1 -0.59
C 1.659162 -2.173909 0.461378 -0.1 0.0 -0.3 -0.42
C -1.428876 2.833330 0.714904 0.0 -0.6 -0.2 -0.16
C -2.011683 2.306726 1.831553 0.1 -0.2 -0.2 -0.23
C -2.269706 3.115793 2.950652 0.0 0.3 0.1 -0.81
C -1.943194 4.443730 2.923789 -0.1 -0.2 0.0 -0.67
C -1.340119 5.009277 1.781322 0.1 -0.3 -0.5 0.47
C -0.981732 6.374958 1.694272 0.0 -0.1 0.1 -0.65
N -0.422575 6.914305 0.649896 0.0 0.5 0.3 -0.66
C -0.159420 6.135801 -0.410331 0.0 -0.5 -0.4 -0.51
C -0.454072 4.798550 -0.466601 0.1 0.4 0.1 -0.59
C -1.067224 4.193634 0.648231 0.1 0.5 0.2 0.53
H -3.126287 2.155689 -1.667088 -0.2 0.0 0.2 0.33
H -2.221661 3.322011 -3.702353 0.1 0.0 0.0 0.42
H -0.698277 2.545235 -3.214440 0.0 0.1 -0.2 0.37
H -1.914165 1.228747 -4.980946 -0.1 0.1 0.0 0.42
H -3.311858 1.094320 -3.896779 0.0 0.1 -0.1 0.40
H -1.871513 -0.126249 -2.390891 -0.1 -0.2 -0.2 0.30
H 0.350807 0.559573 -3.336758 0.0 -0.1 -0.1 0.27
H -0.146403 -0.474913 -4.704866 0.1 0.1 0.1 0.47
H -0.234067 -2.444100 -3.190244 0.0 -0.2 0.0 0.32
H 1.161692 -0.404144 -1.394015 0.0 0.1 0.0 0.37
H 0.921695 -4.085900 -2.226277 0.0 0.0 -0.1 0.31
H 1.559024 -5.857597 -0.651444 0.0 -0.1 0.0 0.41
H 2.330042 -2.920068 2.356009 0.0 0.0 0.1 0.41
H 1.685891 -1.140479 0.774430 0.0 0.1 0.0 0.37
H -2.266460 1.258235 1.833221 -0.1 -0.1 0.1 0.59
H -2.727979 2.678895 3.824441 0.0 0.0 0.1 0.41
H -2.139684 5.080055 3.774289 0.0 0.0 0.1 0.40
H -1.171936 7.035151 2.531625 -0.1 0.0 0.2 0.35
H 0.312457 6.644387 -1.239875 0.0 -0.1 -0.1 0.39
H -0.214117 4.202201 -1.329209 0.1 0.1 -0.1 0.42
```
Forces are in eV/Å.

The calculation puts the total energy at -110506.905 eV. As for the HOMO energy: -8.25 eV. The energy above the lowest of the compared OMol25 structures with the same formula, charge and spin is 0.010 eV. For the molecular weight, the calculation gives 446.4 u. The calculation puts the HOMO-LUMO gap at 7.84 eV. Its charge is 0. The SMILES is O=S(=O)(NCCNC/C=C/c1ccc(Br)cc1)c1cccc2cnccc12.

=====

Density functional theory data (ωB97M-V/def2-TZVPD) for C40H42BFeIN8S3 as an isolated structure in a non-equilibrium geometry.

```
96
Properties=species:S:1:pos:R:3:forces:R:3:mulliken_charge:R:1
Fe 0.983601 0.368608 -0.195877 -0.9 0.2 -0.1 1.13
C -6.054503 -2.139381 -0.896277 0.0 0.0 0.1 -1.49
C -5.830611 -1.381235 0.383754 0.0 -0.1 -0.1 1.06
C -6.892250 -1.015430 1.197203 0.0 0.0 0.0 -0.79
C -6.698483 -0.302375 2.372701 0.0 0.0 0.0 -0.69
C -5.411835 0.066228 2.729767 0.0 0.0 0.0 -1.36
C -4.332878 -0.277213 1.928353 0.1 0.0 0.0 -0.21
C -4.529095 -1.014918 0.760767 -0.1 0.0 0.1 0.63
N -3.472641 -1.415723 -0.075658 0.0 -0.2 -0.2 -0.02
C -2.161694 -0.930327 0.113602 -0.2 -0.1 0.2 -1.19
N -1.596138 -1.425018 1.255209 0.1 0.1 0.0 0.72
C -0.860958 -0.615478 2.148579 -0.1 0.1 0.0 0.72
C -0.229727 0.544135 1.687392 0.9 -0.4 -0.5 0.50
C 0.023026 1.512733 2.660626 0.0 -0.1 0.0 -0.71
C -0.156674 1.263630 4.014787 0.0 0.1 0.0 -0.96
C -0.545864 -0.002233 4.433536 0.0 0.0 0.0 -0.86
C -0.918788 -0.962582 3.507039 -0.1 0.0 0.0 1.03
C -1.404705 -2.322556 3.941707 0.0 0.1 -0.1 -2.07
N -1.582088 -0.126973 -0.688892 0.2 0.0 -0.1 1.26
C -2.357762 0.296202 -1.804016 -0.1 0.0 0.0 -1.55
C -2.482072 -0.544019 -2.909182 0.0 0.0 0.0 0.81
C -3.243436 -0.155743 -4.000940 0.0 0.0 0.0 -1.02
C -3.901671 1.065163 -3.980573 0.0 0.0 0.0 -0.84
C -3.796164 1.885127 -2.865876 0.0 0.0 0.0 -1.05
C -3.026135 1.523434 -1.765522 0.1 0.0 0.1 0.73
C -2.925023 2.399359 -0.548279 0.0 0.0 0.0 -0.71
H -7.102652 -2.416489 -0.998190 0.0 0.0 0.0 0.40
H -5.450840 -3.049676 -0.925509 0.0 0.0 0.0 0.36
H -5.779883 -1.535166 -1.767474 0.0 0.0 0.0 0.26
H -7.896749 -1.297246 0.901421 0.0 0.0 0.0 0.35
H -7.542583 -0.024928 2.990685 0.0 0.0 0.0 0.38
H -5.231312 0.638186 3.631159 0.0 0.0 0.0 0.47
H -3.343013 0.060759 2.208549 0.0 0.0 0.0 0.54
H -3.728969 -1.454312 -1.051750 0.0 0.0 0.0 0.39
H -2.159136 -2.144585 1.677714 0.1 0.0 0.0 0.37
H 0.366570 2.489773 2.357366 0.2 0.1 -0.1 0.42
H 0.050740 2.038868 4.744122 0.0 0.0 0.0 0.39
H -0.608072 -0.232248 5.492355 0.0 0.0 0.0 0.39
H -1.060159 -2.536933 4.953130 0.0 0.0 0.0 0.46
H -1.020796 -3.106358 3.284131 0.0 0.0 0.0 0.36
H -2.498987 -2.386355 3.943226 0.0 0.0 0.0 0.32
H -1.949861 -1.487248 -2.900931 0.1 0.0 0.0 0.74
H -3.309272 -0.802358 -4.866889 0.0 0.0 0.0 0.46
H -4.496587 1.378038 -4.829930 0.0 0.0 0.0 0.41
H -4.325989 2.831038 -2.843858 0.0 0.0 0.0 0.42
H -3.399151 3.364535 -0.728305 0.0 0.0 0.0 0.47
H -1.880292 2.560059 -0.279462 0.0 0.0 0.0 -0.18
H -3.409625 1.931123 0.312563 0.0 0.0 0.0 0.09
C 3.319502 0.085659 3.005808 -0.1 0.1 0.0 -1.11
C 3.457700 1.509230 2.550819 -0.1 0.0 -0.1 0.72
C 4.393976 2.347220 3.205169 0.0 0.0 0.0 -0.92
C 4.570123 3.620098 2.768044 0.0 0.0 0.0 -0.95
C 3.792668 4.104524 1.691308 -0.1 -0.1 -0.1 1.05
C 3.918843 5.425940 1.214461 0.1 0.0 0.0 -0.84
C 3.125187 5.846624 0.186776 0.0 0.1 0.0 -0.69
C 2.189531 4.978404 -0.394646 -0.1 -0.1 0.0 -0.76
C 2.033032 3.669159 0.024041 0.0 0.0 0.1 1.16
S 0.852098 2.688402 -0.820621 0.1 -0.2 0.1 -0.63
C 2.862125 3.208770 1.103724 0.0 0.2 -0.1 -1.22
N 2.736404 1.929199 1.541072 -0.2 0.1 0.3 0.82
H 3.261157 0.036615 4.094604 0.0 0.0 0.0 0.47
H 4.192672 -0.482694 2.675835 -0.1 0.0 0.0 0.36
H 2.424725 -0.364764 2.585381 0.0 0.0 -0.1 -0.38
H 4.952230 1.956702 4.047212 0.0 0.0 0.0 0.50
H 5.297611 4.277464 3.231875 0.0 0.0 0.0 0.36
H 4.646471 6.085507 1.673254 0.0 0.0 0.0 0.34
H 3.221830 6.854319 -0.199842 0.0 0.0 0.0 0.37
H 1.558875 5.329762 -1.201845 0.0 0.0 0.0 0.49
C 2.852721 1.826511 -4.009310 0.0 0.1 0.1 -0.64
N 3.001125 0.387542 -4.038432 -0.2 0.0 -0.1 0.58
C 4.040987 -0.314998 -4.595979 0.1 0.1 0.0 -0.61
C 3.753185 -1.622117 -4.427054 0.0 -0.2 0.1 -0.38
N 2.548859 -1.730168 -3.771727 -0.2 0.3 -0.2 0.61
B 1.894248 -3.093877 -3.364623 -0.1 0.1 0.1 0.04
N 2.532833 -3.540731 -2.002421 0.1 -0.1 -0.2 0.39
C 3.759323 -4.165119 -1.953766 0.0 -0.1 0.0 -0.43
C 4.092470 -4.371812 -0.663397 0.0 0.1 0.0 -0.59
N 3.056463 -3.861807 0.085919 0.0 0.1 0.0 0.46
C 3.001326 -3.820889 1.527298 0.0 0.0 0.1 -0.51
C 2.109875 -3.339284 -0.743215 0.1 0.0 0.2 -1.12
S 0.684579 -2.610440 -0.171355 -0.3 0.2 0.1 0.20
C 2.084661 -0.480646 -3.544200 0.2 -0.1 0.0 -1.34
S 0.598221 0.014418 -2.856840 0.0 -0.2 0.3 0.01
H 3.833888 2.283468 -4.125946 0.0 0.0 0.0 0.32
H 2.417299 2.125567 -3.056688 0.0 0.0 0.0 0.09
H 2.187930 2.160864 -4.807458 0.0 0.0 0.0 0.29
H 4.891766 0.171551 -5.038375 0.0 0.0 0.0 0.45
H 4.310747 -2.493266 -4.721391 0.0 0.0 0.0 0.41
H 0.710654 -2.963808 -3.261802 0.0 0.0 0.0 -0.16
H 2.233885 -3.918849 -4.188062 0.0 0.0 0.0 -0.20
H 4.289956 -4.424616 -2.852179 0.0 0.0 0.0 0.40
H 4.971269 -4.798588 -0.214200 0.0 0.0 0.0 0.45
H 4.016383 -3.837434 1.921096 0.0 0.0 0.0 0.32
H 2.437201 -4.667362 1.924073 0.0 0.0 0.0 0.24
H 2.499848 -2.905559 1.831449 0.0 0.0 0.0 -0.01
I 3.562754 -0.226614 -0.571888 0.3 -0.2 -0.1 -0.71
```
Forces are in eV/Å.

Its spin multiplicity is 6. The calculation puts the total energy at -129759.169 eV. As for the HOMO energy (alpha / beta): -4.37 / -4.36 eV. The energy above the lowest of the compared OMol25 structures with the same formula, charge and spin is 0.000 eV. For the molecular weight, the calculation gives 924.6 u. The calculation puts the HOMO-LUMO gap (alpha / beta) at 6.89 / 6.54 eV. Its charge is -1.